Here is one molecule with the formula C5H7NOS from the Open Molecules 2025 dataset. Energies are from wB97M-V/def2-TZVPD.

XYZ file:
```
15
C5H7NOS wB97M-V/def2-TZVPD
S 0.050 -1.137 1.719
O -0.192 -2.053 -1.260
N -1.163 3.087 0.438
C -0.761 2.267 -0.267
C -0.347 1.146 -1.103
C 0.961 0.126 0.737
C 0.682 -1.020 -1.583
C 0.415 0.128 -0.668
H 0.487 -0.735 -2.629
H -0.677 1.146 -2.132
H -0.014 -2.285 -0.352
H 0.792 1.105 1.141
H 1.995 -0.138 0.877
H -1.168 -0.739 1.296
H 1.750 -1.234 -1.399
```

electronic energy: -19670.0187 eV
F_max: 1.43 eV/A
SMILES: N#C/C=C(/CO)CS
energy relative to the best compared isomer or geometry (same formula, charge and spin): 1.584 eV
HOMO energy: -9.760 eV

Here is C42H65CrF2N4P2Si as an isolated structure from the Open Molecules 2025 dataset. Energies are from wB97M-V/def2-TZVPD.

XYZ file:
```
117
C42H65CrF2N4P2Si wB97M-V/def2-TZVPD
Cr 0.733 -1.389 -0.125
P -1.757 -1.310 -0.376
P 3.017 -0.396 0.591
Si 0.247 -0.282 2.048
F 0.945 -1.328 -2.096
F 1.466 -3.200 0.409
N -2.915 4.117 -1.268
N -3.967 4.204 -3.121
N -4.717 4.806 -2.141
N -4.099 4.730 -1.023
C 3.749 2.439 3.636
C -2.410 -0.540 -1.936
C 3.057 -2.209 2.620
C -2.867 3.785 -2.531
C 4.439 0.269 -0.427
C -1.824 -1.108 -3.189
C -1.931 1.600 2.570
C -2.886 5.919 1.392
C 3.911 -1.734 1.444
C 2.551 2.556 4.260
C 3.150 1.219 -2.517
C 4.143 -1.192 -2.546
C 5.025 -0.775 -1.331
C 3.873 1.621 2.440
C -1.680 5.491 0.531
C 1.586 0.963 2.661
C 5.312 -1.615 1.972
C -3.840 0.229 1.040
C 3.760 0.028 -3.382
C -4.350 -0.134 -3.579
C -4.210 1.228 1.933
C -4.259 -3.970 -1.386
C 1.466 1.849 3.716
C 3.667 -3.351 3.383
C -3.325 -5.157 -1.445
C 4.769 -3.974 2.591
C -1.945 4.128 -0.168
C 5.903 -3.010 2.303
C -3.930 -0.296 -2.054
C 4.081 1.497 -1.329
C 2.787 0.870 1.997
C -2.420 -0.076 0.890
C -3.308 0.679 -4.311
C -3.999 -3.243 -0.056
C -0.174 -1.108 3.668
C -1.542 -4.044 -0.113
C -1.855 -4.728 -1.446
C -1.275 6.660 -0.420
C -1.494 0.588 1.760
C -3.275 1.951 2.678
C -2.524 -2.903 0.153
C -2.006 -0.143 -4.374
H -0.684 -0.400 4.227
H 2.438 3.279 5.089
H 3.949 -3.098 4.363
H 5.945 -0.363 -1.724
H -2.040 3.184 -2.941
H -2.210 3.375 0.547
H 4.727 -1.862 -3.168
H -3.600 0.909 -5.286
H -2.365 -2.090 -3.439
H -1.610 -3.987 -2.252
H -1.150 -5.556 -1.588
H 0.808 -1.392 4.144
H 5.219 -4.866 3.054
H -0.766 -1.289 -3.050
H -0.382 6.345 -0.949
H 0.582 1.846 4.360
H 3.710 2.339 -0.696
H -4.584 -1.132 -4.043
H -4.203 -3.285 -2.216
H 4.346 -4.371 1.615
H -1.995 0.446 -1.913
H -3.637 2.747 3.255
H -1.132 2.094 3.111
H 6.526 -2.915 3.188
H -5.293 -4.284 -1.432
H 3.939 -2.474 0.565
H -2.481 -2.648 1.233
H 2.964 -4.079 3.482
H -2.535 6.563 2.192
H -1.975 -0.734 -5.297
H -3.170 1.620 -3.805
H -3.600 6.443 0.850
H 5.305 -1.662 -0.677
H 4.681 0.401 -3.824
H -4.380 -3.898 0.708
H 3.004 2.110 -3.139
H 3.075 -0.266 -4.217
H 2.211 0.836 -2.106
H 3.197 -1.514 -2.155
H 5.029 1.844 -1.713
H -1.055 7.597 0.242
H -3.613 -5.835 -0.612
H 2.847 -1.391 3.280
H -4.600 -0.240 0.427
H -5.234 1.541 1.954
H -4.683 -2.359 0.091
H -1.134 0.550 -4.443
H -0.473 -3.777 -0.114
H -5.316 0.323 -3.645
H 5.984 -0.984 1.382
H -0.776 -2.018 3.557
H 4.856 1.654 1.960
H -2.078 6.911 -1.123
H 5.144 0.571 0.315
H -1.594 -4.847 0.636
H 5.302 -1.045 2.916
H -1.067 3.789 -0.689
H -0.836 5.339 1.278
H -4.154 0.598 -1.477
H 6.543 -3.439 1.451
H -3.390 5.128 1.893
H 2.168 -2.529 2.197
H 4.608 2.944 4.036
H -3.588 -5.792 -2.275
H -4.580 -1.113 -1.583
```

total charge: -1
electronic energy: -110882.6176 eV
F_max: 3.33 eV/A
<S²>: 6.0400
spin multiplicity: 5
energy relative to the best compared isomer or geometry (same formula, charge and spin): 0.938 eV
HOMO energy (alpha / beta): -3.734 / -4.213 eV

Here is a 8-piece molecular cluster, C47H66F21N2O22P2 overall from the Open Molecules 2025 dataset. Energies are from wB97M-V/def2-TZVPD.

XYZ file:
```
160
C47H66F21N2O22P2 wB97M-V/def2-TZVPD
P -7.158 -2.204 3.778
P -5.094 -2.248 3.115
F 6.510 -2.828 4.263
F -2.175 9.260 -2.973
F 6.448 -7.524 -9.399
F 9.058 -3.123 -1.956
F -0.743 -2.952 0.984
F 8.063 -4.263 3.831
F 8.126 -2.416 -3.764
F 4.691 -8.659 -9.941
F -9.513 7.924 -3.702
F -2.312 9.644 -0.854
F -0.907 10.746 -2.052
F -1.091 -1.288 2.326
F 6.347 -9.155 -1.628
F -8.609 7.199 -1.887
F 9.727 -3.841 -3.879
F -7.984 6.421 -3.805
F -0.144 -0.977 0.410
F 4.747 -9.755 -2.937
F 8.220 -2.242 3.089
F 5.796 -7.910 -3.286
F 6.588 -9.090 -10.871
O -0.150 8.013 -0.533
O -8.188 -1.902 2.576
O -1.883 3.161 7.010
O 1.017 -2.635 3.249
O -5.489 5.005 2.074
O -0.706 1.447 6.184
O 4.198 -6.769 -1.380
O -4.539 4.856 0.047
O 7.479 -3.781 1.048
O 0.249 8.194 -2.737
O -6.272 8.313 -2.462
O 5.449 -3.892 1.999
O -7.424 -1.112 4.963
O 6.738 -10.866 -8.814
O 11.345 -1.874 -2.515
O 3.628 -8.832 -0.697
O 5.987 -9.259 -7.435
O 10.200 -0.661 -4.021
O -7.349 9.576 -3.979
O 2.204 -1.779 1.541
O -3.945 -0.924 1.128
O -7.425 -3.524 4.317
N -3.475 -0.001 3.242
N -5.141 3.576 6.047
C 6.930 -4.219 -0.213
C 1.321 7.237 -2.640
C -7.309 3.680 -0.622
C -4.960 3.258 4.592
C -4.539 -0.571 2.347
C -3.433 3.562 1.702
C -4.532 4.512 1.202
C -3.867 2.080 1.932
C 12.079 0.280 -1.643
C -5.705 1.816 0.076
C 6.278 -3.067 -0.946
C -8.362 7.538 -3.165
C -5.351 1.769 1.602
C 1.387 -7.909 -0.458
C -5.149 9.217 -2.466
C -3.422 1.507 3.327
C 6.174 -10.127 -6.302
C -8.186 1.761 0.445
C 1.173 -2.056 2.069
C -4.286 1.889 4.549
C -7.284 8.624 -3.262
C 9.295 -2.755 -3.226
C -1.458 9.542 -1.874
C 6.310 -9.769 -8.618
C -1.378 2.429 5.976
C 2.682 -8.278 0.235
C -1.915 1.848 3.555
C -9.654 3.529 -0.136
C 7.363 -3.241 3.323
C 0.788 5.820 -2.631
C 5.303 -8.695 -2.330
C -8.584 4.194 -0.655
C 7.624 -10.134 -5.864
C 4.306 -7.958 -1.427
C -5.740 0.315 2.094
C 12.412 -0.905 -2.523
C -0.202 -1.817 1.431
C -1.673 2.967 4.576
C 2.792 -1.753 4.673
C -9.457 2.278 0.408
C -0.385 8.478 -1.610
C -5.420 10.420 -1.589
C 6.625 -3.668 2.048
C -7.099 2.447 -0.055
C 2.234 -2.966 3.962
C 6.011 -8.747 -9.723
C 10.318 -1.614 -3.311
H -4.309 8.653 -2.075
H 1.945 7.395 -3.518
H -10.657 3.939 -0.132
H 7.968 -9.117 -5.671
H -4.976 2.390 -0.500
H 3.092 -0.984 3.961
H -6.340 -0.208 1.352
H -2.748 3.503 6.725
H 11.832 -0.052 -0.633
H -8.094 0.775 0.891
H -5.485 4.533 6.089
H -8.717 5.188 -1.082
H 1.935 7.443 -1.764
H -0.758 3.487 4.268
H 13.289 -1.422 -2.138
H -3.737 1.779 5.490
H -4.898 9.510 -3.485
H -3.629 -0.331 4.196
H 3.660 -2.029 5.269
H -10.262 1.689 0.833
H 2.965 -3.407 3.283
H -4.374 4.081 4.193
H 8.266 -10.550 -6.639
H 3.117 -7.425 0.756
H -4.352 -2.409 4.311
H 5.553 -9.731 -5.502
H -1.452 2.055 2.587
H 1.610 5.105 -2.638
H -3.276 1.506 1.206
H -6.248 11.011 -1.978
H -5.786 0.826 -0.377
H -2.978 4.031 2.579
H -5.009 5.581 2.686
H -8.473 -0.976 2.584
H 0.178 5.636 -1.746
H -2.667 3.591 0.928
H 0.982 -8.769 -0.993
H -5.096 1.146 4.619
H -4.538 11.057 -1.533
H 11.216 0.824 -2.026
H 0.157 5.644 -3.502
H 6.235 -5.045 -0.063
H -6.008 2.473 2.113
H 7.763 -4.601 -0.794
H -7.781 -0.285 4.613
H -5.944 3.035 6.362
H -5.953 3.290 4.139
H 0.651 -7.567 0.270
H 1.544 -7.117 -1.189
H -6.388 0.452 2.966
H 2.038 -1.312 5.327
H 12.638 -0.599 -3.544
H -3.683 -1.855 1.154
H -2.582 -0.406 2.939
H 5.936 -3.385 -1.930
H 2.501 -9.054 0.976
H -1.367 0.977 3.941
H -5.693 10.104 -0.581
H 6.978 -2.243 -1.065
H 1.962 -3.730 4.687
H 7.746 -10.728 -4.958
H 5.817 -11.132 -6.523
H -2.440 3.739 4.620
H 5.421 -2.683 -0.390
H -6.499 4.263 -1.041
H 12.924 0.966 -1.593
```

total charge: +1
electronic energy: -173477.4073 eV
F_max: 2.34 eV/A
energy relative to the best compared isomer or geometry (same formula, charge and spin): 0.000 eV
HOMO energy: -11.544 eV

Here is an isolated ion of composition C3H5N2 and charge +1 from the Open Molecules 2025 dataset. Energies are from wB97M-V/def2-TZVPD.

XYZ file:
```
10
C3H5N2 wB97M-V/def2-TZVPD
N 1.222 -0.667 0.164
N -0.820 -0.630 0.485
C 0.284 0.290 0.257
C 0.005 1.199 -0.547
C 0.316 -1.584 -0.045
H -1.036 1.442 -0.631
H -0.985 -1.006 1.427
H -1.789 -0.377 0.047
H 2.144 -0.555 -0.096
H 0.659 1.887 -1.061
```

total charge: +1
electronic energy: -6157.1985 eV
F_max: 7.40 eV/A
<S²>: 2.0145
spin multiplicity: 3
energy relative to the best compared isomer or geometry (same formula, charge and spin): 3.419 eV
HOMO energy (alpha / beta): -12.513 / -15.404 eV

Here is one molecule with the formula CH3NO2 from the Open Molecules 2025 dataset. Energies are from wB97M-V/def2-TZVPD.

XYZ file:
```
7
CH3NO2 wB97M-V/def2-TZVPD
O 1.004 -0.815 -0.274
O -1.334 -0.157 -0.072
N 1.068 0.590 0.079
C -0.088 -0.403 0.421
H 1.011 1.217 -0.728
H -1.419 0.170 -0.942
H -0.243 -0.602 1.516
```

electronic energy: -6667.3544 eV
F_max: 3.99 eV/A
SMILES: O[C@@H]1NO1
energy relative to the best compared isomer or geometry (same formula, charge and spin): 4.310 eV
HOMO energy: -9.488 eV

Here is CH7N6 as an isolated structure from the Open Molecules 2025 dataset. Energies are from wB97M-V/def2-TZVPD.

XYZ file:
```
14
CH7N6 wB97M-V/def2-TZVPD
N -1.026 -0.682 0.889
N -0.925 1.550 -0.463
N 2.521 -0.447 0.416
N 1.677 0.433 0.732
N 1.774 -0.805 -0.651
N 0.905 0.205 -0.428
C -0.437 0.333 -0.538
H -0.456 2.007 0.372
H -0.947 -0.238 1.818
H 2.140 -1.184 -1.468
H -0.939 -0.484 -1.460
H -1.884 -0.925 0.484
H -0.502 -1.581 0.856
H -1.899 1.818 -0.560
```

total charge: +1
electronic energy: -10078.9850 eV
F_max: 6.45 eV/A
energy relative to the best compared isomer or geometry (same formula, charge and spin): 5.418 eV
HOMO energy: -14.715 eV

Here is C5H9N as an isolated structure from the Open Molecules 2025 dataset. Energies are from wB97M-V/def2-TZVPD.

XYZ file:
```
15
C5H9N wB97M-V/def2-TZVPD
N 0.752 -0.006 -0.869
C -1.395 0.635 -0.123
C 0.059 0.669 0.073
C -2.083 -0.624 -0.280
C 0.607 1.314 1.164
C 1.878 -0.778 -0.516
H -1.463 -0.116 -1.185
H 0.084 1.621 2.062
H -3.124 -0.721 -0.545
H 2.720 -0.626 -1.201
H 2.142 -0.804 0.546
H 1.676 1.193 1.277
H 1.725 -1.872 -0.645
H -1.920 1.580 -0.016
H -1.658 -1.467 0.258
```

total charge: +1
electronic energy: -6808.6120 eV
F_max: 2.88 eV/A
<S²>: 0.8046
spin multiplicity: 2
energy relative to the best compared isomer or geometry (same formula, charge and spin): 4.264 eV
HOMO energy (alpha / beta): -13.560 / -14.126 eV

Here is one molecule with the formula C2H4N4 from the Open Molecules 2025 dataset. Energies are from wB97M-V/def2-TZVPD.

XYZ file:
```
10
C2H4N4 wB97M-V/def2-TZVPD
N 1.495 0.558 0.026
N -1.829 -0.443 -0.719
N -1.781 -0.828 0.508
N -0.602 0.037 -1.026
C -0.535 -0.609 1.021
C 0.235 -0.015 0.040
H -0.348 0.116 -2.001
H 2.250 0.046 0.454
H 1.764 1.052 -0.811
H -0.274 -0.903 2.032
```

electronic energy: -8098.1208 eV
F_max: 0.38 eV/A
SMILES: Nc1cnn[nH]1
energy relative to the best compared isomer or geometry (same formula, charge and spin): 1.193 eV
HOMO energy: -8.703 eV